C6H17NO | ωB97M-V/def2-TZVPD

The HOMO-LUMO gap comes out at 9.725 eV. The molecular weight is 119.21 g/mol. For the energy above the lowest of the compared OMol25 structures with the same formula, charge and spin, the calculation gives 88.3 kJ/mol.

```
25
Properties=species:S:1:pos:R:3:lowdin_charge:R:1
C 1.663 -0.732 -2.479 -0.246
C 1.846 0.728 -2.920 -0.128
C 0.348 -0.948 -1.738 -0.272
N 0.198 -0.013 -0.632 -0.054
C -0.078 0.498 1.719 -0.062
C -0.039 -0.653 0.694 -0.442
C -1.349 -1.415 0.701 -0.081
H 1.613 -1.283 -3.425 0.102
H 2.486 -1.026 -1.840 0.099
H 1.536 1.461 -2.175 0.054
H 2.906 0.981 -3.017 0.062
H 1.372 0.987 -3.875 0.068
H 0.452 -1.973 -1.357 0.107
H -0.453 -1.005 -2.481 0.117
H -0.633 0.538 -0.823 0.107
H 0.871 0.503 2.276 0.073
H -0.048 1.447 1.197 0.068
H -0.883 0.323 2.433 0.070
H 0.837 -1.273 0.884 0.131
H -1.537 -2.044 1.573 0.082
H -2.152 -0.687 0.532 0.084
H -1.505 -2.002 -0.206 0.062
H -3.228 2.768 4.972 0.032
H -1.727 2.652 4.829 0.033
O -2.496 2.168 5.156 -0.066
```

---

C5H9NO | ωB97M-V/def2-TZVPD

The HOMO-LUMO gap comes out at 7.512 eV. The molecular weight is 99.13 g/mol. For the energy above the lowest of the compared OMol25 structures with the same formula, charge and spin, the calculation gives 555.7 kJ/mol.

```
16
Properties=species:S:1:pos:R:3:lowdin_charge:R:1
C -2.638 -0.547 0.209 -0.042
C -1.527 0.420 0.506 -0.115
N -0.375 0.036 0.933 -0.002
C 0.631 0.986 0.459 -0.194
C 1.223 0.342 -0.741 -0.329
C 2.622 -0.072 -0.678 -0.160
O 1.617 -1.061 -0.591 -0.093
H -3.107 -0.247 -0.730 0.081
H -3.418 -0.567 0.978 0.083
H -2.239 -1.563 0.088 0.082
H -1.152 1.467 0.196 0.131
H -0.168 -0.935 1.183 0.161
H 1.361 1.220 1.227 0.057
H 0.780 0.494 -1.732 0.128
H 3.250 -0.105 -1.566 0.105
H 3.140 0.132 0.260 0.107
```

---

C4H2O3 | ωB97M-V/def2-TZVPD

The HOMO-LUMO gap comes out at 8.706 eV. The molecular weight is 98.06 g/mol. For the energy above the lowest of the compared OMol25 structures with the same formula, charge and spin, the calculation gives 856.7 kJ/mol.

```
9
Properties=species:S:1:pos:R:3:lowdin_charge:R:1
C 0.548 -0.617 0.636 -0.156
C 0.909 -0.296 -0.630 -0.032
C -0.697 0.129 0.849 -0.413
C -0.850 0.659 -0.634 0.164
O -1.339 0.462 1.783 0.122
O 1.780 -1.317 0.769 0.053
O 2.063 -0.997 -0.594 0.062
H -1.010 1.841 -0.803 0.145
H -1.404 0.136 -1.377 0.054
```

---

C4H15N2OPb | ωB97M-V/def2-TZVPD

The HOMO-LUMO gap comes out at 8.458 eV. The molecular weight is 314.38 g/mol. For the energy above the lowest of the compared OMol25 structures with the same formula, charge and spin, the calculation gives 0.0 kJ/mol. Its charge is +1.

```
23
Properties=species:S:1:pos:R:3:lowdin_charge:R:1
C -2.088 -2.032 -3.300 -0.290
Pb -1.534 -0.874 -1.489 1.151
N 0.489 0.091 -2.880 0.014
H -1.949 -1.760 0.070 -0.045
H -2.650 0.579 -1.249 -0.055
H -3.119 -2.418 -3.197 0.019
H -1.372 -2.856 -3.439 0.005
H -2.024 -1.317 -4.132 -0.003
H 1.398 -0.240 -2.549 0.062
H 0.476 1.104 -2.731 0.062
H 0.451 -0.060 -3.890 0.064
C 2.265 1.226 2.016 -0.017
N 0.911 0.762 2.263 -0.178
C 0.391 0.854 3.621 -0.032
C 0.142 0.237 1.301 -0.317
O 0.529 0.088 0.113 -0.152
H 2.631 1.580 2.981 0.089
H 2.273 2.036 1.285 0.100
H 2.893 0.416 1.641 0.101
H -0.509 1.486 3.661 0.101
H 0.102 -0.136 4.004 0.101
H 1.174 1.283 4.249 0.090
H -0.879 -0.049 1.653 0.132
```

---

C19H24AuN6O2SSi | ωB97M-V/def2-TZVPD

The HOMO-LUMO gap comes out at 6.471 eV. The molecular weight is 625.56 g/mol. Its charge is -1.

```
54
Properties=species:S:1:pos:R:3:lowdin_charge:R:1
Au -0.748 -1.002 0.672 0.860
N 5.221 3.482 -1.355 0.077
C 4.357 2.430 -1.030 -0.363
C 3.641 1.792 -2.012 -0.045
C 2.891 0.638 -1.761 -0.038
C 2.932 0.137 -0.446 -0.305
C 3.583 0.808 0.590 -0.038
C 4.249 2.017 0.286 -0.035
S 2.175 -1.406 -0.189 0.549
O 3.130 -2.446 0.064 -0.307
O 1.257 -1.547 -1.313 -0.377
N 1.232 -1.145 1.129 -0.298
C 1.437 -1.609 2.434 -0.442
N 0.390 -2.347 2.978 0.078
C 0.618 -2.898 4.190 -0.126
C 1.829 -2.700 4.887 -0.084
C 2.688 -1.798 4.313 -0.157
N 2.556 -1.211 3.098 0.119
H 5.451 3.370 -2.316 0.064
H 6.096 3.460 -0.838 0.087
H 3.637 2.238 -3.003 0.109
H 2.363 0.135 -2.564 0.112
H 3.735 0.484 1.619 0.096
H 4.772 2.585 1.086 0.117
H -0.283 -3.434 4.541 0.105
H 2.136 -3.203 5.746 0.065
H 3.672 -1.672 4.744 0.096
C -3.225 -2.605 2.242 -0.067
C -3.538 -2.128 0.861 -0.358
C -4.774 -2.346 0.237 -0.089
C -5.113 -1.602 -0.910 -0.094
C -4.194 -0.769 -1.564 -0.055
C -2.963 -0.569 -0.915 -0.472
N -2.671 -1.358 0.183 -0.084
N -1.916 0.206 -1.274 -0.090
Si -1.736 1.804 -1.964 0.336
C -3.433 2.617 -1.997 -0.186
C -0.511 2.716 -0.991 -0.200
C -0.983 1.384 -3.658 -0.187
H -3.819 -3.558 2.439 0.087
H -3.577 -1.899 2.999 0.077
H -2.139 -2.839 2.316 0.041
H -5.416 -3.053 0.723 0.076
H -6.088 -1.761 -1.324 0.081
H -4.383 -0.282 -2.530 0.103
H -4.153 1.886 -1.651 -0.009
H -3.765 2.862 -3.048 0.030
H -3.510 3.559 -1.433 0.015
H -0.978 3.344 -0.120 0.068
H 0.083 3.384 -1.602 0.009
H 0.196 1.952 -0.649 0.011
H -1.648 1.681 -4.474 0.003
H -0.696 0.277 -3.732 0.051
H -0.063 1.940 -3.716 -0.017
```

---

C4H9N2S | ωB97M-V/def2-TZVPD

The HOMO-LUMO gap (alpha / beta) comes out at 6.323 / 7.468 eV. The molecular weight is 117.20 g/mol. For the energy above the lowest of the compared OMol25 structures with the same formula, charge and spin, the calculation gives 448.1 kJ/mol. Its charge is +1.

```
16
Properties=species:S:1:pos:R:3:lowdin_charge:R:1
C 0.640 0.271 -0.121 -0.102
C -1.805 -0.333 0.060 -0.023
C -2.957 -1.299 0.005 -0.027
C 2.631 1.461 0.112 -0.138
N -0.490 -0.575 -0.088 0.109
N 1.978 0.145 -0.189 -0.578
S 3.238 -0.856 -0.638 0.749
H 0.386 1.264 0.161 0.120
H -2.088 0.614 0.454 0.132
H -3.756 -0.732 -0.532 0.111
H -3.447 -1.675 1.031 0.161
H -2.674 -2.190 -0.445 0.050
H 3.637 1.335 0.487 0.071
H 2.022 2.177 0.641 0.092
H 2.788 1.944 -0.795 0.074
H -0.102 -1.550 -0.142 0.199
```